[1]
This record from OMol25 describes a cluster of 2 separate species, C3H10NOS in total in a non-equilibrium geometry. The level of theory is ωB97M-V/def2-TZVPD.

Geometry (Å):
C  1.1084  -0.6413  1.7002
C  0.7563  0.7772  1.3028
C  0.4349  0.8975  -0.1956
S  -0.4477  -0.4866  -1.0111
N  -0.3455  1.2574  2.1605
H  1.7099  -1.1368  0.9219
H  0.2298  -1.2648  1.7818
H  1.7587  -0.6818  2.5890
H  1.6322  1.4042  1.4910
H  -0.0553  1.8615  -0.3835
H  1.3964  0.9591  -0.7227
H  -0.7533  2.0783  1.7042
H  -1.0707  0.5503  2.1240
H  -2.6521  -1.9893  -3.9476
H  -1.4044  -1.6326  -4.6610
O  -2.2977  -1.9523  -4.8539

Atomic forces in eV per Å
C 1.30 -0.40 -0.22
C -0.44 -0.10 -0.22
C 0.59 -0.32 -0.68
S -0.39 0.14 0.19
N 0.08 0.28 -0.03
H -0.25 0.33 -0.04
H -0.26 -0.09 0.26
H -0.59 0.11 0.15
H -0.01 0.21 0.11
H -0.11 -0.04 0.13
H 0.05 0.13 0.12
H 0.11 -0.28 0.21
H -0.13 -0.04 -0.08
H -0.02 0.02 -0.45
H -0.07 0.02 -0.19
O 0.15 0.03 0.75

net charge	-1
electronic energy	-648.51381	Eh
highest occupied orbital energy	-2.54	eV
relative energy (zero: lowest compared OMol25 entry of this formula, charge and spin)	11.1	kcal/mol
frontier orbital gap	6.36	eV



[2]
This record from OMol25 describes a cluster of 2 separate species, CH2FO2S in total in a non-equilibrium geometry. The level of theory is ωB97M-V/def2-TZVPD.

Geometry (Å):
C  -0.8743  1.7051  -0.7086
O  0.1071  -2.4338  1.8463
O  1.7822  -2.3567  0.0007
F  0.1561  2.3735  -1.2887
S  0.5652  -1.7682  0.6062
H  -1.0481  1.9014  0.2723
H  -0.6881  0.5788  -0.7282

Atomic forces in eV per Å
C 1.87 -3.38 -2.12
O -0.34 -0.51 0.91
O 0.80 -0.42 -0.39
F -0.62 0.17 0.27
S -0.49 0.98 -0.52
H -0.71 1.85 2.76
H -0.51 1.31 -0.90

net charge	-1
electronic energy	-687.77258	Eh
highest occupied orbital energy (alpha / beta)	-1.33 / -4.60	eV
relative energy (zero: lowest compared OMol25 entry of this formula, charge and spin)	0.0	kcal/mol
frontier orbital gap (alpha / beta)	5.29 / 7.33	eV
spin multiplicity	3
⟨S²⟩	2.0066



[3]
This record from OMol25 describes a structure of composition C22H51BBeN4O2Si2 in a non-equilibrium geometry. The level of theory is ωB97M-V/def2-TZVPD.

Geometry (Å):
O  -1.2983  -2.5936  -1.1044
O  -2.5591  -1.3271  -2.5698
C  -0.4389  -3.6756  -1.6199
C  0.7355  -3.9969  -0.7256
H  -0.1128  -3.3400  -2.6181
H  -1.0209  -4.5958  -1.7644
H  1.3498  -3.1131  -0.5304
H  1.3572  -4.7262  -1.2661
H  0.5049  -4.5027  0.2132
C  -1.8814  -2.9386  0.2102
C  -3.1986  -3.6310  -0.0160
H  -1.9524  -1.9523  0.6742
H  -1.1671  -3.5780  0.7390
H  -3.8517  -3.0578  -0.6856
H  -3.7253  -3.8404  0.9146
H  -3.0093  -4.5906  -0.5017
C  -3.5286  -0.2455  -2.2050
C  -2.4303  -1.4968  -4.0267
C  -3.5969  -0.0008  -0.7255
H  -4.5139  -0.4897  -2.6277
H  -3.1366  0.6073  -2.7526
H  -3.6234  -0.8609  -0.0591
H  -4.5169  0.5545  -0.5584
H  -2.7575  0.6260  -0.4307
C  -3.0401  -2.8374  -4.3789
H  -1.3642  -1.4258  -4.2333
H  -2.9634  -0.6585  -4.4737
H  -2.5391  -3.6570  -3.8489
H  -3.0294  -3.1431  -5.4309
H  -4.1059  -2.7992  -4.1499
H  -2.1980  -2.1234  -1.9161
Be  0.8961  1.3779  1.0726
C  1.1128  0.9386  -0.4755
Si  1.3338  1.3202  -2.2672
H  0.0742  0.5401  -0.6634
H  1.6935  0.0025  -0.3939
C  1.5733  -0.3639  -3.1239
C  2.7996  2.4471  -2.4364
C  -0.3066  1.7834  -3.0722
C  2.5048  1.9868  1.0471
Si  3.5335  1.8738  2.5814
H  2.2610  3.0433  0.8110
H  3.1657  1.6376  0.2225
C  5.1532  2.7850  2.2137
C  3.9565  0.0887  2.9989
C  2.7057  2.7064  4.0448
H  -0.1433  2.6141  -3.7582
H  -1.0961  2.1044  -2.3734
H  -0.7628  0.9545  -3.6547
H  2.5961  -0.7481  -3.0214
H  1.3804  -0.2588  -4.2009
H  0.8949  -1.1469  -2.7317
H  3.7327  1.8728  -2.3529
H  2.7666  3.1553  -1.5995
H  2.7987  2.9976  -3.3807
H  3.7520  -0.5871  2.1581
H  3.3966  -0.2685  3.8711
H  5.0278  0.0049  3.2327
H  2.1836  1.9895  4.6917
H  1.9726  3.4529  3.7103
H  3.4642  3.2247  4.6535
H  5.5407  3.3027  3.0985
H  4.9915  3.5340  1.4264
H  5.9287  2.0923  1.8635
B  -0.7068  1.6718  3.8022
N  -1.0751  2.5188  2.5400
C  -2.1326  3.3328  2.3667
C  -2.1061  3.8220  1.0568
C  -0.9836  3.2503  0.4773
N  -0.3818  2.4458  1.3486
N  -0.1595  0.2870  3.3619
C  -0.3421  -0.9081  3.9626
C  0.3169  -1.8957  3.2315
C  0.8565  -1.2180  2.1278
N  0.5714  0.1012  2.1986
H  -1.7613  1.4608  4.4093
H  0.0058  2.2763  4.5775
H  -2.8755  3.4758  3.1446
H  -2.8164  4.4652  0.5910
H  -0.5688  3.4220  -0.5322
H  -0.9459  -0.9782  4.8491
H  0.3946  -2.9387  3.4533
H  1.4415  -1.6391  1.3099

Atomic forces in eV per Å
O 0.56 -1.97 0.69
O -1.53 1.40 -1.30
C -0.33 0.07 -0.22
C 0.73 -0.04 -0.31
H -0.02 0.04 0.48
H -0.24 0.26 0.03
H -0.13 -0.10 0.00
H -0.08 0.28 0.00
H -0.25 0.23 -0.06
C 0.25 0.68 -0.55
C -0.11 -0.34 -0.26
H 0.00 -0.37 0.39
H -0.28 0.47 0.02
H 0.03 -0.02 0.27
H 0.03 0.13 0.02
H -0.12 -0.06 0.02
C 0.12 -0.76 -0.22
C 0.17 -0.59 0.28
C 0.33 0.55 0.10
H 0.34 -0.35 0.04
H -0.01 0.21 0.22
H -0.11 -0.20 -0.39
H -0.02 0.15 0.14
H 0.07 0.02 0.22
C -0.34 -0.35 -0.30
H 0.00 0.06 -0.11
H 0.17 -0.10 -0.05
H -0.24 0.22 0.13
H 0.43 0.57 0.00
H 0.02 -0.24 0.37
H 0.90 0.43 0.49
Be 1.17 0.64 0.90
C -2.86 -2.34 -3.47
Si -0.28 -1.39 1.67
H -0.34 -0.69 -0.35
H 0.13 0.09 0.17
C 0.50 -0.21 -0.51
C 0.04 0.41 -0.64
C -0.79 0.55 -0.26
C 1.99 1.30 1.92
Si -0.19 0.80 -1.13
H 0.37 -0.09 0.18
H -0.46 0.04 0.41
C 0.40 0.10 0.27
C 0.29 -0.31 0.20
C 0.14 0.11 0.45
H -0.21 0.12 -0.28
H 0.38 0.03 0.01
H 0.53 0.30 0.23
H -0.09 0.00 0.02
H 0.06 -0.14 0.01
H 0.12 0.53 0.00
H -0.22 0.13 -0.03
H 0.03 -0.12 -0.20
H 0.26 0.07 0.00
H 0.01 0.15 0.12
H 0.02 -0.04 -0.14
H -0.21 -0.05 0.02
H 0.09 0.21 -0.14
H 0.15 -0.17 0.07
H -0.23 -0.12 -0.07
H 0.15 -0.03 -0.07
H -0.01 -0.17 0.20
H -0.04 0.11 0.00
B -0.85 0.28 0.86
N -0.03 -0.05 -1.51
C 0.15 -0.17 -0.47
C -0.15 -0.13 0.74
C 0.28 0.01 -0.46
N -0.59 0.51 1.30
N 0.60 -1.04 -1.38
C 0.41 0.35 -0.53
C -0.20 0.80 -0.25
C -0.26 0.67 0.34
N -0.66 -1.27 1.30
H 0.24 -0.02 -0.31
H 0.11 -0.21 -0.49
H 0.34 -0.02 -0.09
H -0.23 0.36 -0.10
H -0.27 -0.39 0.84
H 0.06 0.05 0.14
H -0.01 -0.27 0.11
H -0.21 0.43 0.25

net charge	0
electronic energy	-1856.89175	Eh
highest occupied orbital energy	-4.94	eV
relative energy (zero: lowest compared OMol25 entry of this formula, charge and spin)	123.3	kcal/mol
frontier orbital gap	4.72	eV



[4]
This record from OMol25 describes a cluster of 2 separate species, C5H12O2 in total in a non-equilibrium geometry. The level of theory is ωB97M-V/def2-TZVPD.

Geometry (Å):
O  1.3660  1.9628  0.2730
C  1.3690  1.8899  1.7274
C  0.1794  1.5173  -0.3856
C  1.1893  0.3561  2.0937
C  0.0000  0.0000  0.0000
C  -0.0795  -0.2085  1.5278
H  2.2885  2.3281  2.1610
H  0.5167  2.5276  2.0310
H  0.2323  1.7394  -1.4688
H  -0.7284  2.0084  0.0147
H  2.0135  -0.2796  1.7168
H  1.1623  0.2539  3.1956
H  -0.9723  -0.4058  -0.3398
H  0.7990  -0.5468  -0.5367
H  -1.0152  0.2586  1.8909
H  -0.1472  -1.2956  1.7258
O  -2.4749  -1.7275  -1.5151
H  -2.5317  -1.8104  -0.5362
H  -3.0013  -0.9235  -1.7268

Atomic forces in eV per Å
O 0.70 0.87 -0.06
C -0.96 -1.54 -1.22
C -0.48 -1.39 1.76
C 0.24 1.17 1.67
C -1.14 0.27 -1.10
C 0.25 -0.16 -1.32
H -0.33 -0.32 -0.74
H 0.17 -0.53 0.44
H 0.34 -0.30 0.68
H 0.33 0.38 -0.07
H -0.09 0.73 0.14
H 0.28 0.10 -0.31
H 0.66 0.47 -0.59
H -0.28 -0.06 0.71
H 0.52 -0.02 0.05
H -0.01 0.48 0.03
O -0.70 0.65 0.72
H -0.03 0.07 -1.06
H 0.53 -0.86 0.26

net charge	0
electronic energy	-348.15199	Eh
highest occupied orbital energy	-9.32	eV
relative energy (zero: lowest compared OMol25 entry of this formula, charge and spin)	33.1	kcal/mol
SMILES string	C1CCOCC1.O
frontier orbital gap	10.04	eV



[5]
This record from OMol25 describes a cluster of 2 separate species, C2H8N4O in total in a non-equilibrium geometry. The level of theory is ωB97M-V/def2-TZVPD.

Geometry (Å):
C  0.9366  -0.0823  -1.6232
N  0.8471  0.6800  -0.3608
C  0.9091  -0.7377  -0.3253
N  -1.7162  -0.5729  0.8609
N  1.0613  1.5963  0.6662
O  -2.1711  0.2012  -0.2507
N  1.1501  -1.7917  0.2925
H  -1.3725  0.9301  -0.5051
H  -2.0639  -1.4804  0.5246
H  -1.8682  -0.8134  1.8398
H  0.4678  1.2459  1.4314
H  0.7868  2.5551  0.4766
H  1.1222  -1.7072  1.3070
H  1.8879  0.0474  -2.1246
H  0.0232  -0.0705  -2.2092

Atomic forces in eV per Å
C 0.51 1.20 -0.58
N -2.21 -4.62 0.90
C 0.88 3.70 0.10
N 1.62 -4.15 -2.24
N 0.88 0.57 1.26
O 1.48 4.11 0.51
N -0.21 -0.87 0.30
H -2.61 -3.17 1.51
H 1.00 0.16 -0.27
H -1.62 3.11 0.67
H 0.27 0.36 -0.46
H -0.24 -0.29 -0.55
H 0.08 0.26 -0.15
H 0.04 -0.46 -0.56
H 0.13 0.08 -0.44

net charge	0
electronic energy	-374.98741	Eh
highest occupied orbital energy	-7.91	eV
relative energy (zero: lowest compared OMol25 entry of this formula, charge and spin)	200.3	kcal/mol
SMILES string	[H]/N=C1/CN1N.NO
frontier orbital gap	8.54	eV



[6]
This record from OMol25 describes the ion C4H5N2 with charge +1 in a non-equilibrium geometry. The level of theory is ωB97M-V/def2-TZVPD.

Geometry (Å):
C  0.7452  1.6226  -0.8014
C  1.6939  -0.4552  -0.8901
C  0.5109  0.3294  -0.3139
C  -0.5510  -0.2945  0.3371
N  1.9619  1.5905  -1.3436
N  2.3124  0.4094  -1.5995
H  0.2918  2.5235  -0.5837
H  1.9072  -1.4430  -0.9715
H  -0.3837  -1.4661  0.2705
H  -1.4154  0.2542  0.0840
H  -0.5803  -0.1733  1.4014

Atomic forces in eV per Å
C 1.61 -0.17 -0.76
C -0.96 2.59 0.46
C 2.42 -1.30 -0.94
C 0.32 -2.67 0.62
N -1.25 1.72 0.58
N 1.11 -1.06 -0.76
H -1.05 1.60 0.41
H 0.27 -2.91 0.09
H -1.17 2.29 -0.26
H -1.81 -0.34 -0.68
H 0.51 0.26 1.24

net charge	+1
electronic energy	-264.46091	Eh
highest occupied orbital energy (alpha / beta)	-15.93 / -16.35	eV
relative energy (zero: lowest compared OMol25 entry of this formula, charge and spin)	96.9	kcal/mol
SMILES string	CC1=CN=[N+]=C1
frontier orbital gap (alpha / beta)	7.38 / 7.57	eV



[7]
This record from OMol25 describes a structure of composition CH2ClNO3S2 in a non-equilibrium geometry. The level of theory is ωB97M-V/def2-TZVPD.

Geometry (Å):
C  0.2447  -0.0503  0.1781
N  2.8165  0.8744  -1.5479
O  4.1233  0.3365  0.6521
O  0.6673  -2.7110  1.0604
O  2.4127  -1.3518  -0.0487
S  3.1010  0.2072  -0.3473
S  0.8555  -1.8444  -0.1214
Cl  1.2281  0.8365  1.3931
H  -0.7704  -0.0561  0.3683
H  0.4174  0.4827  -0.7889

Atomic forces in eV per Å
C 2.29 -0.09 -1.22
N -0.93 0.76 -1.82
O -0.44 -0.57 -0.25
O 0.13 1.53 -1.43
O 1.80 1.12 -0.17
S 1.05 -1.90 2.10
S -0.79 0.18 1.41
Cl -1.03 -0.44 -0.17
H -2.00 -0.03 0.91
H -0.08 -0.56 0.65

net charge	0
electronic energy	-1576.17795	Eh
highest occupied orbital energy	-10.62	eV
relative energy (zero: lowest compared OMol25 entry of this formula, charge and spin)	25.2	kcal/mol
frontier orbital gap	9.50	eV



[8]
This record from OMol25 describes an isolated molecule of C2H6ClO2P in a non-equilibrium geometry. The level of theory is ωB97M-V/def2-TZVPD.

Geometry (Å):
C  1.3387  -0.2510  -0.3882
C  0.5345  -0.1344  0.8961
O  -2.6323  1.5260  -0.1488
O  -0.4591  0.9168  0.7092
P  -1.5621  0.6204  -0.3624
Cl  -2.0360  -1.5389  0.0768
H  0.7565  -0.9176  -0.9511
H  1.4344  0.6558  -0.8393
H  2.3885  -0.4623  -0.1323
H  1.0446  0.3259  1.6642
H  0.1759  -1.1901  1.1971
H  -0.9837  0.4493  -1.7212

Atomic forces in eV per Å
C 0.76 -1.14 2.87
C 0.08 -0.88 -0.67
O -2.54 1.54 -0.52
O -0.21 -1.66 -0.46
P 1.16 -3.00 -0.34
Cl 0.18 2.02 -0.74
H 0.26 -1.29 -1.45
H -0.17 2.73 -1.43
H -0.48 -1.01 -0.36
H 1.63 0.32 1.80
H -0.02 2.15 -0.27
H -0.66 0.22 1.59

net charge	0
electronic energy	-1031.85079	Eh
highest occupied orbital energy	-11.32	eV
relative energy (zero: lowest compared OMol25 entry of this formula, charge and spin)	27.7	kcal/mol
SMILES string	CCO[P@H](=O)Cl
frontier orbital gap	11.74	eV



Look up the electronic energy of the eighth one. -1031.85079 Eh



Number 6 is which compound? C4H5N2



Copy entry 4 word for word.
This record from OMol25 describes a cluster of 2 separate species, C5H12O2 in total in a non-equilibrium geometry. The level of theory is ωB97M-V/def2-TZVPD.

Geometry (Å):
O  1.3660  1.9628  0.2730
C  1.3690  1.8899  1.7274
C  0.1794  1.5173  -0.3856
C  1.1893  0.3561  2.0937
C  0.0000  0.0000  0.0000
C  -0.0795  -0.2085  1.5278
H  2.2885  2.3281  2.1610
H  0.5167  2.5276  2.0310
H  0.2323  1.7394  -1.4688
H  -0.7284  2.0084  0.0147
H  2.0135  -0.2796  1.7168
H  1.1623  0.2539  3.1956
H  -0.9723  -0.4058  -0.3398
H  0.7990  -0.5468  -0.5367
H  -1.0152  0.2586  1.8909
H  -0.1472  -1.2956  1.7258
O  -2.4749  -1.7275  -1.5151
H  -2.5317  -1.8104  -0.5362
H  -3.0013  -0.9235  -1.7268

Atomic forces in eV per Å
O 0.70 0.87 -0.06
C -0.96 -1.54 -1.22
C -0.48 -1.39 1.76
C 0.24 1.17 1.67
C -1.14 0.27 -1.10
C 0.25 -0.16 -1.32
H -0.33 -0.32 -0.74
H 0.17 -0.53 0.44
H 0.34 -0.30 0.68
H 0.33 0.38 -0.07
H -0.09 0.73 0.14
H 0.28 0.10 -0.31
H 0.66 0.47 -0.59
H -0.28 -0.06 0.71
H 0.52 -0.02 0.05
H -0.01 0.48 0.03
O -0.70 0.65 0.72
H -0.03 0.07 -1.06
H 0.53 -0.86 0.26

net charge	0
electronic energy	-348.15199	Eh
highest occupied orbital energy	-9.32	eV
relative energy (zero: lowest compared OMol25 entry of this formula, charge and spin)	33.1	kcal/mol
SMILES string	C1CCOCC1.O
frontier orbital gap	10.04	eV



Copy entry 6 word for word.
This record from OMol25 describes the ion C4H5N2 with charge +1 in a non-equilibrium geometry. The level of theory is ωB97M-V/def2-TZVPD.

Geometry (Å):
C  0.7452  1.6226  -0.8014
C  1.6939  -0.4552  -0.8901
C  0.5109  0.3294  -0.3139
C  -0.5510  -0.2945  0.3371
N  1.9619  1.5905  -1.3436
N  2.3124  0.4094  -1.5995
H  0.2918  2.5235  -0.5837
H  1.9072  -1.4430  -0.9715
H  -0.3837  -1.4661  0.2705
H  -1.4154  0.2542  0.0840
H  -0.5803  -0.1733  1.4014

Atomic forces in eV per Å
C 1.61 -0.17 -0.76
C -0.96 2.59 0.46
C 2.42 -1.30 -0.94
C 0.32 -2.67 0.62
N -1.25 1.72 0.58
N 1.11 -1.06 -0.76
H -1.05 1.60 0.41
H 0.27 -2.91 0.09
H -1.17 2.29 -0.26
H -1.81 -0.34 -0.68
H 0.51 0.26 1.24

net charge	+1
electronic energy	-264.46091	Eh
highest occupied orbital energy (alpha / beta)	-15.93 / -16.35	eV
relative energy (zero: lowest compared OMol25 entry of this formula, charge and spin)	96.9	kcal/mol
SMILES string	CC1=CN=[N+]=C1
frontier orbital gap (alpha / beta)	7.38 / 7.57	eV